Entry one
Here is a 4-piece molecular cluster, H7O3S overall from the Open Molecules 2025 dataset. Energies are from wB97M-V/def2-TZVPD.

Last column: Mulliken charge in e.
Geometry (Å):
S 0.62 1.10 -0.84  -0.79
H 1.74 1.61 -0.83  -0.09
H -1.34 -0.35 0.99  0.28
H -1.75 0.70 2.05  0.32
O -1.55 -0.24 1.89  -0.62
H -1.65 -0.28 -2.51  0.34
H -1.95 -1.61 -1.72  0.32
O -2.15 -1.17 -2.60  -0.68
H 3.45 0.18 1.49  0.27
H 1.97 0.30 0.69  0.27
O 2.63 -0.23 1.38  -0.62

Calculated values
Gap between HOMO and LUMO, Ha: 0.27504
Net charge: -1

---

Entry two
Here is a 4-piece molecular cluster, H7O3S overall from the Open Molecules 2025 dataset. Energies are from wB97M-V/def2-TZVPD.

Last column: Mulliken charge in e.
Geometry (Å):
S -0.55 -2.04 -0.72  -0.88
H -1.85 -2.23 -0.82  -0.01
H 1.39 1.64 0.06  0.31
H 0.74 1.40 1.37  0.37
O 1.12 2.09 0.86  -0.66
H 0.98 -1.00 2.25  0.32
H -0.15 -1.01 1.32  0.27
O 0.15 -0.53 2.13  -0.66
H -1.26 0.84 -1.94  0.31
H -0.10 0.00 -2.06  0.27
O -0.47 0.82 -2.44  -0.62

Calculated values
Gap between HOMO and LUMO, Ha: 0.28556
Net charge: -1

---

Stability comparison, relative energies in eV: entry one 1.048; entry two 0.000

---

Entry one
Here is the molecule C22H21N5O2 from the Open Molecules 2025 dataset. Energies are from wB97M-V/def2-TZVPD.

Last column: Mulliken charge in e.
Geometry (Å):
C 1.30 7.64 -0.05  -1.43
C 0.07 6.93 -0.52  0.82
C -0.17 7.35 -2.01  -1.64
C 0.17 5.43 -0.58  0.51
O 1.22 4.87 -0.98  -0.73
C -0.72 4.52 0.22  -0.04
C -1.94 4.78 0.98  -0.68
N -2.53 3.79 1.54  -0.71
C -1.67 2.72 1.20  0.45
N -1.83 1.54 1.77  -0.58
C -0.94 0.50 1.31  -0.82
C 0.09 0.75 0.44  0.31
C 0.98 -0.37 0.13  0.50
C 2.31 -0.06 -0.21  -0.61
C 3.14 -1.01 -0.82  -0.92
C 2.68 -2.38 -0.86  -0.22
C 1.50 -2.79 -0.30  0.52
C 1.07 -4.22 -0.38  -0.70
C 0.20 -4.95 0.45  0.73
C -0.32 -4.48 1.69  0.20
N -1.00 -4.19 2.58  -0.53
C -0.02 -6.35 0.10  -0.11
O 1.04 -7.01 -0.24  -0.64
N -1.28 -7.00 0.10  0.09
C -1.34 -8.45 -0.25  -0.89
C -2.46 -6.45 0.80  -0.88
C 0.62 -1.77 0.12  -0.10
N 0.33 2.07 -0.07  -0.10
C -0.58 3.09 0.31  0.53
H 1.22 8.62 0.35  0.41
H 1.84 7.13 0.83  0.29
H 1.98 7.69 -0.93  0.28
H -0.84 7.16 0.09  0.23
H 0.60 7.09 -2.71  0.40
H -1.09 6.86 -2.41  0.37
H -0.25 8.41 -2.20  0.43
H -2.47 5.69 0.79  0.47
H -1.04 -0.44 1.73  0.75
H 2.83 0.88 -0.30  0.33
H 4.13 -0.65 -0.96  0.37
H 3.32 -3.25 -1.29  0.27
H 1.54 -4.75 -1.22  0.42
H -2.31 -8.90 -0.44  0.35
H -0.92 -9.05 0.60  0.32
H -0.73 -8.54 -1.15  0.29
H -2.30 -6.30 1.90  0.32
H -3.30 -7.13 0.58  0.30
H -2.81 -5.44 0.48  0.31
H -0.46 -1.90 0.48  0.37
H 1.12 2.33 -0.69  0.36

Calculated values
Gap between HOMO and LUMO, Ha: 0.27052
Structure (SMILES): CC(C)C(=O)c1cnc2ncc(-c3cccc(/C=C(\C#N)C(=O)N(C)C)c3)[nH]c1-2
Net charge: 0

---

Entry two
Here is the molecule C22H21N5O2 from the Open Molecules 2025 dataset. Energies are from wB97M-V/def2-TZVPD.

Last column: Mulliken charge in e.
Geometry (Å):
C 7.65 2.59 -0.64  -1.02
C 6.73 2.73 0.57  -0.42
O 6.45 1.50 1.19  -0.46
C 5.54 0.65 0.62  0.81
C 4.77 0.92 -0.50  -0.18
C 3.87 -0.03 -0.96  -0.89
C 3.72 -1.25 -0.33  0.41
C 2.71 -2.25 -0.83  -0.94
C 1.28 -1.78 -0.54  0.58
O 0.97 -0.62 -0.44  -0.64
N 0.41 -2.83 -0.45  -0.08
C -0.97 -2.81 -0.24  0.70
C -1.65 -4.03 -0.20  -0.71
C -3.01 -4.06 0.00  -0.82
C -3.73 -2.89 0.16  -0.91
C -3.06 -1.66 0.13  0.53
C -3.78 -0.39 0.29  0.35
C -4.98 -0.30 1.07  -0.55
C -5.61 0.89 1.22  -0.71
C -5.05 2.01 0.57  0.55
N -5.38 3.28 0.49  -0.67
N -4.46 3.89 -0.26  -0.54
C -3.56 3.02 -0.65  1.00
C -2.37 3.28 -1.49  -1.06
N -3.88 1.80 -0.16  0.74
N -3.26 0.64 -0.30  -1.08
C -1.69 -1.63 -0.08  -0.59
C 4.48 -1.51 0.80  -0.44
C 5.39 -0.58 1.27  -0.75
H 8.58 2.10 -0.34  0.30
H 7.89 3.57 -1.04  0.35
H 7.18 1.99 -1.41  0.33
H 5.81 3.26 0.30  0.34
H 7.24 3.31 1.35  0.31
H 4.84 1.86 -1.02  0.34
H 3.27 0.20 -1.83  0.36
H 2.80 -2.36 -1.91  0.30
H 2.89 -3.22 -0.37  0.44
H 0.79 -3.76 -0.56  0.21
H -1.09 -4.95 -0.32  0.37
H -3.53 -5.01 0.02  0.39
H -4.80 -2.93 0.29  0.43
H -5.35 -1.19 1.57  0.37
H -6.51 1.01 1.80  0.46
H -1.49 2.86 -1.02  0.26
H -2.50 2.81 -2.47  0.26
H -2.25 4.35 -1.62  0.35
H -1.18 -0.68 -0.11  0.90
H 4.38 -2.45 1.32  0.30
H 5.99 -0.77 2.14  0.41

Calculated values
Gap between HOMO and LUMO, Ha: 0.30422
Structure (SMILES): CCOc1ccc(CC(=O)Nc2cccc(-c3ccc4nnc(C)n4n3)c2)cc1
Net charge: 0

---

Stability comparison, relative energies in eV: entry one 3.698; entry two 0.000

---

Entry one
Here is C3H7N4S as an isolated structure from the Open Molecules 2025 dataset. Energies are from wB97M-V/def2-TZVPD.

Last column: Mulliken charge in e.
Geometry (Å):
C -0.87 -1.10 0.04  -0.01
C 0.28 -2.00 -0.20  -0.70
C -1.63 1.23 0.07  -0.72
N 2.54 1.13 0.10  -0.42
N 1.36 1.51 -0.11  -0.31
N 0.69 0.41 -0.19  0.35
N -0.65 0.18 -0.09  0.31
S 1.87 -0.98 0.11  0.04
H -1.87 -1.45 0.25  0.44
H 0.27 -2.84 0.50  0.40
H 0.04 -2.45 -1.16  0.35
H -1.11 1.94 -0.47  0.36
H -1.54 1.57 1.15  0.32
H -2.71 1.08 -0.33  0.33
H 3.33 1.77 0.34  0.25

Calculated values
Gap between HOMO and LUMO, Ha: 0.31651
Net charge: +1

---

Entry two
Here is an isolated ion of composition C3H7N4S and charge +1 from the Open Molecules 2025 dataset. Energies are from wB97M-V/def2-TZVPD.

Last column: Mulliken charge in e.
Geometry (Å):
C 0.52 1.21 -0.46  -0.04
C -0.84 1.60 -0.76  -0.77
C 1.92 -0.66 0.10  -0.84
N -2.21 -1.33 1.05  -0.18
N -1.04 -1.68 0.81  -0.34
N -0.58 -0.65 0.04  0.16
N 0.65 -0.02 -0.05  0.35
S -2.01 0.49 0.18  0.04
H 1.53 1.68 -0.51  0.46
H -0.77 2.60 -0.46  0.39
H -1.00 1.50 -1.77  0.38
H 1.71 -1.70 0.21  0.36
H 2.55 -0.31 0.89  0.35
H 2.49 -0.70 -0.80  0.39
H -2.92 -2.03 1.52  0.29

Calculated values
Gap between HOMO and LUMO, Ha: 0.32485
Net charge: +1

---

Stability comparison, relative energies in eV: entry one 0.000; entry two 0.272